Here is a 2-piece molecular cluster, C2H4N4 overall from the Open Molecules 2025 dataset. Energies are from ωB97M-V/def2-TZVPD.

Element x y z (Å)
C -1.65 -0.51 0.04
N 0.30 0.58 0.08
C 0.92 1.44 0.64
N 3.08 -0.49 -0.44
N 2.58 -1.45 -0.64
N -0.25 -0.43 -0.37
H -1.76 -0.35 1.11
H -2.03 -1.49 -0.23
H -2.24 0.25 -0.49
H 1.05 2.46 0.30

## Properties
LUMO level: 1.078 eV
Kohn-Sham gap: 0.3657 hartree
HOMO level: -0.326 Eh
energy above the lowest of the compared OMol25 structures with the same formula, charge and spin: 56.42 kcal per mole

---

Here is C25H21Br2IrN5O2S4 as an isolated structure from the Open Molecules 2025 dataset. Energies are from ωB97M-V/def2-TZVPD.

Element x y z (Å)
Ir -0.38 0.87 -0.12
O 3.42 1.97 7.07
C 3.62 1.63 5.79
O 4.72 1.55 5.32
C 2.41 1.39 4.93
C 1.22 2.08 5.08
C 0.19 1.90 4.17
C 0.36 1.02 3.10
C 1.55 0.32 2.95
C 2.57 0.50 3.87
N -0.65 0.88 2.11
C -1.88 0.82 2.45
C -2.89 0.70 1.40
C -4.24 0.60 1.68
C -5.14 0.48 0.63
C -4.64 0.45 -0.67
C -3.28 0.56 -0.87
N -2.42 0.68 0.14
H 2.50 1.86 7.34
H 1.09 2.80 5.88
H -0.72 2.49 4.25
H 1.69 -0.35 2.11
H 3.52 -0.01 3.76
H -2.19 0.81 3.49
H -4.58 0.62 2.71
H -6.20 0.40 0.81
H -5.30 0.35 -1.52
H -2.85 0.55 -1.87
Br -1.08 3.27 -1.12
C -0.06 3.18 -2.78
Br -0.29 1.51 -3.68
H 0.98 3.32 -2.53
H -0.45 3.98 -3.41
S 1.86 0.94 -0.86
S 3.42 1.32 0.32
S 3.09 2.88 1.53
S 1.37 3.58 1.28
C -0.23 -3.39 0.54
C -0.19 -2.02 0.73
N -0.34 -1.17 -0.30
C -0.53 -1.66 -1.53
C -0.58 -3.02 -1.80
C -0.44 -3.89 -0.73
C -0.85 -3.50 -3.17
C -0.32 -3.09 -4.32
C 0.77 -2.13 -4.56
C 1.03 -1.70 -5.86
C 2.09 -0.82 -6.04
N 2.85 -0.42 -5.03
C 2.53 -0.91 -3.83
N 1.53 -1.72 -3.54
H -0.12 -4.04 1.39
H -0.05 -1.59 1.71
H -0.65 -0.93 -2.32
H -0.49 -4.96 -0.90
H -1.58 -4.30 -3.22
H -0.71 -3.56 -5.22
H 0.43 -2.04 -6.69
H 2.34 -0.44 -7.02
H 3.17 -0.60 -3.01

## Properties
LUMO level (alpha / beta): -8.292 / -8.256 eV
Kohn-Sham gap (alpha / beta): 0.2073 / 0.2099 hartree
charge: +2
HOMO level (alpha / beta): -0.512 / -0.513 Eh
energy above the lowest of the compared OMol25 structures with the same formula, charge and spin: 46.47 kcal per mole
2S+1: 2

---

Here is C23H60F6HfN4O15S2 as an isolated structure from the Open Molecules 2025 dataset. Energies are from ωB97M-V/def2-TZVPD.

Element x y z (Å)
Hf -0.74 3.92 -4.66
C 1.47 -1.20 0.44
F 2.24 -0.19 0.47
F 1.80 -2.03 -0.46
F 1.37 -1.65 1.73
S -0.32 -0.49 -0.15
O -1.02 -1.74 -0.57
O -0.89 0.07 1.07
O -0.16 0.54 -1.19
C -7.36 0.45 -5.38
F -7.86 1.64 -5.06
F -7.08 -0.25 -4.26
F -8.16 -0.27 -6.03
S -5.79 0.65 -6.30
O -4.79 1.34 -5.37
O -5.24 -0.68 -6.61
O -5.95 1.49 -7.48
C -3.68 -6.39 -2.91
O -3.81 -7.36 -3.94
H -3.91 -5.46 -3.42
H -4.52 -6.67 -2.29
H -2.73 -6.42 -2.38
H -3.98 -8.13 -3.39
C 7.78 2.91 5.96
C 7.04 4.20 5.53
C 8.06 5.22 5.19
O 8.74 5.79 6.35
C 10.05 6.22 6.13
N 6.20 4.02 4.37
H 8.59 3.07 6.66
H 8.23 2.55 5.03
H 7.13 2.13 6.36
H 6.41 4.53 6.35
H 7.53 6.12 4.90
H 8.69 4.68 4.47
H 10.29 7.20 6.53
H 10.34 6.27 5.08
H 10.66 5.38 6.46
H 5.93 3.05 4.39
H 6.78 4.22 3.57
C -5.32 4.98 0.14
C -4.94 4.82 -1.35
C -5.92 5.65 -2.33
O -5.56 5.64 -3.69
C -6.35 6.50 -4.54
N -3.55 5.19 -1.53
H -5.26 6.03 0.44
H -4.67 4.37 0.77
H -6.31 4.64 0.43
H -5.12 3.76 -1.52
H -5.86 6.67 -1.93
H -6.96 5.32 -2.36
H -7.40 6.38 -4.29
H -6.22 6.39 -5.62
H -6.06 7.51 -4.27
H -3.50 6.13 -1.17
H -3.20 4.83 -0.65
C 3.12 -8.79 -2.40
C 2.83 -7.81 -3.59
C 4.15 -7.43 -4.36
O 3.99 -6.23 -5.13
C 5.15 -5.45 -5.31
N 1.91 -8.56 -4.50
H 3.82 -8.33 -1.71
H 3.57 -9.76 -2.65
H 2.16 -9.05 -1.96
H 2.31 -6.89 -3.31
H 4.41 -8.31 -4.95
H 4.88 -7.32 -3.56
H 4.93 -4.61 -5.97
H 5.95 -5.88 -5.91
H 5.61 -5.13 -4.38
H 1.02 -8.60 -4.03
H 1.81 -7.91 -5.27
C -2.83 -4.67 8.25
C -3.59 -4.34 6.95
C -3.86 -5.63 6.15
O -2.66 -6.24 5.73
C -1.70 -5.52 5.13
N -4.89 -3.85 7.42
H -1.82 -4.97 8.00
H -3.32 -5.34 8.97
H -2.81 -3.74 8.83
H -3.22 -3.51 6.34
H -4.56 -5.40 5.35
H -4.30 -6.36 6.83
H -0.97 -6.29 4.91
H -1.36 -4.78 5.86
H -2.05 -5.07 4.19
H -5.59 -3.81 6.69
H -5.29 -4.62 7.92
C 1.21 -0.28 -6.30
C 2.61 0.21 -5.92
O 2.34 1.29 -4.97
O 0.47 0.79 -6.79
H 0.67 -0.74 -5.48
H 1.38 -0.98 -7.12
H 3.23 0.61 -6.71
H 3.05 -0.65 -5.42
H 3.20 1.66 -4.76
H -0.05 0.32 -7.46
C -0.14 8.21 2.44
C 0.24 6.70 2.88
O 0.69 5.91 1.88
O -1.20 8.24 1.46
H 0.68 8.81 2.04
H -0.38 8.82 3.30
H -0.68 6.26 3.26
H 0.92 6.79 3.73
H 1.59 5.68 2.10
H -1.79 9.00 1.55

## Properties
LUMO level: -11.161 eV
Kohn-Sham gap: 0.0360 hartree
charge: +2
HOMO level: -0.446 Eh

---

Here is C19H29F4IN6Sn as an isolated structure from the Open Molecules 2025 dataset. Energies are from ωB97M-V/def2-TZVPD.

Element x y z (Å)
Sn -0.70 0.27 -0.33
C -0.73 1.24 2.98
N -0.41 0.00 2.27
C -1.26 -1.00 2.93
C 1.03 -0.31 2.41
C 1.91 0.55 1.55
N 1.54 0.31 0.18
C 2.47 0.48 -0.77
C 2.40 -0.28 -1.93
F 1.41 -1.21 -2.01
C 3.35 -0.28 -2.92
F 3.21 -1.10 -4.01
C 4.45 0.48 -2.83
C 4.60 1.35 -1.73
F 5.55 2.29 -1.60
C 3.62 1.31 -0.69
F 3.80 2.14 0.35
H -0.76 0.95 4.03
H -1.69 1.57 2.78
H -0.01 2.03 2.85
H -1.38 -0.79 3.94
H -0.78 -1.94 2.73
H -2.34 -0.99 2.45
H 1.21 -1.36 2.10
H 1.28 -0.13 3.50
H 2.95 0.14 1.72
H 1.66 1.52 1.91
H 5.26 0.56 -3.60
N 0.02 6.98 0.59
C -0.31 5.66 0.48
C -1.59 5.11 0.51
C -1.72 3.74 0.57
N -0.64 2.92 0.58
C 0.55 3.49 0.41
C 0.80 4.77 0.38
H -0.55 7.78 0.31
H 0.84 7.17 0.16
H -2.44 5.75 0.45
H -2.72 3.26 0.53
H 1.34 2.65 0.30
H 1.80 5.08 0.18
I -3.83 -0.13 0.38
C -0.69 -5.00 -1.60
C -1.96 -4.04 -1.53
C -2.81 -4.42 -0.37
C -2.80 -4.30 -2.80
N -1.42 -2.66 -1.56
N -0.81 -2.13 -0.36
H -1.00 -6.07 -1.73
H -0.16 -4.86 -0.64
H -0.09 -4.67 -2.49
H -3.16 -5.46 -0.52
H -3.63 -3.65 -0.37
H -2.29 -4.44 0.56
H -2.75 -5.39 -2.89
H -2.30 -3.78 -3.60
H -3.85 -4.08 -2.60
H -2.17 -1.99 -1.73
H 0.12 -2.64 -0.22
H -1.40 -2.47 0.39

## Properties
LUMO level: 0.445 eV
Kohn-Sham gap: 0.2832 hartree
HOMO level: -0.267 Eh
energy above the lowest of the compared OMol25 structures with the same formula, charge and spin: 35.03 kcal per mole

---

Here is a 2-piece molecular cluster, C15H19N3O4 overall from the Open Molecules 2025 dataset. Energies are from ωB97M-V/def2-TZVPD.

Element x y z (Å)
C 5.12 1.55 0.53
H 5.10 2.56 -0.01
H 5.91 1.26 0.93
H 4.32 1.69 1.20
C 4.75 0.68 -0.70
C 5.93 0.46 -1.62
H 6.16 1.45 -1.96
H 5.55 -0.30 -2.58
H 6.81 0.04 -1.34
C 4.56 -0.81 0.16
H 5.55 -1.36 0.59
H 3.90 -0.83 0.81
C 4.11 -1.82 -0.83
N 2.84 -1.82 -1.38
C 1.66 -2.06 -1.03
O 1.62 -2.81 0.17
C 0.51 -1.39 -1.64
H 0.40 -2.15 -2.51
C -0.89 -1.44 -0.88
C -0.80 0.07 -0.73
N 0.04 0.71 -1.68
O 0.94 -0.36 -2.10
C -1.82 0.79 -0.03
C -2.68 0.18 0.85
C -3.78 0.91 1.17
C -3.75 2.42 1.39
C -2.68 3.24 0.62
C -1.87 2.16 -0.16
H -0.93 2.79 -0.64
H -2.69 4.17 0.63
H -4.44 2.89 1.88
N -4.68 0.41 2.09
O -5.48 1.02 2.89
O -4.66 -0.72 2.19
H -2.78 -0.74 0.78
H -0.64 -1.98 0.18
H -1.72 -1.79 -1.42
H 2.94 -1.10 -1.89
H 4.88 -2.30 -1.50
H 4.06 -3.06 -0.09
H 3.80 0.82 -0.86

## Properties
LUMO level: -1.250 eV
Kohn-Sham gap: 0.2815 hartree
HOMO level: -0.327 Eh
energy above the lowest of the compared OMol25 structures with the same formula, charge and spin: 480.54 kcal per mole

---

Here is a 2-piece molecular cluster, C5H13N2S overall from the Open Molecules 2025 dataset. Energies are from ωB97M-V/def2-TZVPD.

Element x y z (Å)
C 1.38 -1.86 0.82
C 0.80 -1.03 1.68
C -0.92 2.22 0.44
C -1.32 1.24 -0.68
C -0.18 0.38 -1.17
N 1.04 0.91 -1.09
N -0.36 -0.92 -1.66
S 2.49 0.05 -1.64
H 2.43 -1.97 0.72
H 0.70 -2.38 0.09
H 1.55 -0.33 2.19
H -1.86 2.85 0.56
H -0.86 1.64 1.41
H 0.00 2.85 0.28
H -1.73 1.94 -1.50
H -2.14 0.69 -0.26
H 1.16 1.82 -0.67
H -0.29 -0.89 1.76
H -1.22 -1.29 -1.49
H 0.40 -1.53 -1.53
H 3.32 1.09 -1.25

## Properties
LUMO level: -3.608 eV
Kohn-Sham gap: 0.3663 hartree
charge: +1
HOMO level: -0.499 Eh
energy above the lowest of the compared OMol25 structures with the same formula, charge and spin: 44.03 kcal per mole